1.
ORCA calculation (ωB97M-V with the def2-TZVPD basis set) on a structure of composition C36H30F4GeMgN7OP.

Structure (XYZ):
```
81
C36H30F4GeMgN7OP | OMol25 | ωB97M-V with the def2-TZVPD basis set
Mg 1.45 0.59 -0.72
F -2.33 3.28 0.06
C -3.18 3.33 1.08
C -4.24 4.15 1.01
F -4.41 4.88 -0.06
C -5.21 4.25 2.09
C -4.93 3.40 3.24
C -3.86 2.58 3.29
F -3.67 1.83 4.36
C -2.90 2.50 2.22
C -1.81 1.67 2.28
C -0.83 1.54 1.26
N -0.02 1.46 0.45
C -1.47 0.82 3.39
N -1.05 0.11 4.19
F -5.76 3.42 4.25
C -6.29 5.08 2.04
C -6.58 5.93 0.93
N -6.82 6.65 0.07
C -7.26 5.18 3.09
N -8.08 5.32 3.89
C 5.43 -1.39 2.53
N 4.69 -0.89 1.39
C 3.43 -0.45 1.43
N 2.80 -0.40 2.62
O 2.85 -0.09 0.37
H 6.43 -1.66 2.20
H 4.96 -2.29 2.95
H 5.53 -0.63 3.31
H 5.09 -0.96 0.47
H 3.22 -0.74 3.46
H 1.83 -0.16 2.63
C 3.86 1.74 -3.28
P 2.57 2.37 -2.16
C 1.62 3.52 -3.19
C 3.49 3.47 -1.03
H 4.49 2.56 -3.62
H 3.40 1.28 -4.15
H 4.48 1.00 -2.77
H 2.29 4.25 -3.65
H 0.88 4.05 -2.59
H 1.10 2.98 -3.99
H 4.04 4.22 -1.60
H 4.18 2.89 -0.42
H 2.79 3.99 -0.36
N 1.11 1.08 -6.31
C 0.88 0.53 -5.33
C 0.66 -0.14 -4.08
C -0.49 0.13 -3.34
C -0.66 -0.47 -2.10
C 0.32 -1.32 -1.56
C 1.47 -1.57 -2.32
C 1.63 -1.00 -3.58
H -1.25 0.79 -3.74
H -1.58 -0.30 -1.55
H 2.24 -2.23 -1.94
H 2.51 -1.22 -4.17
Ge -0.03 -2.28 0.17
C 1.24 -3.73 0.27
C 2.10 -3.85 1.36
C 3.01 -4.89 1.44
C 3.07 -5.83 0.42
C 2.22 -5.72 -0.68
C 1.32 -4.68 -0.75
C -1.92 -2.66 0.15
C -2.69 -2.41 1.28
C -4.05 -2.69 1.28
C -4.65 -3.21 0.14
C -3.89 -3.46 -0.99
C -2.53 -3.19 -0.99
H 0.26 -1.28 1.31
H 2.03 -3.13 2.18
H 3.65 -4.99 2.30
H 3.78 -6.65 0.48
H 2.27 -6.46 -1.47
H 0.65 -4.62 -1.61
H -2.23 -2.03 2.19
H -4.64 -2.51 2.17
H -5.71 -3.43 0.15
H -4.36 -3.88 -1.87
H -1.95 -3.39 -1.88
```

HOMO energy (spin up / spin down): -13.9 / -13.9 eV
gap between HOMO and LUMO (spin up / spin down): 5.85 / 5.85 eV
total charge: +2
LUMO energy (spin up / spin down): -8.0788 / -8.0769 eV

And the Löwdin charges, in e, turn out to be:
1. Mg 0.54
2. F 0.13
3. C -0.13
4. C -0.12
5. F 0.17
6. C 0.00
7. C -0.12
8. C -0.13
9. F 0.15
10. C 0.01
11. C -0.11
12. C -0.09
13. N 0.20
14. C -0.18
15. N 0.22
16. F 0.18
17. C -0.08
18. C -0.13
19. N 0.26
20. C -0.13
21. N 0.26
22. C -0.04
23. N 0.06
24. C -0.56
25. N 0.23
26. O -0.11
27. H 0.10
28. H 0.09
29. H 0.10
30. H 0.16
31. H 0.12
32. H 0.09
33. C -0.24
34. P 0.78
35. C -0.24
36. C -0.25
37. H 0.07
38. H 0.03
39. H 0.05
40. H 0.07
41. H 0.05
42. H 0.03
43. H 0.06
44. H 0.05
45. H 0.05
46. N 0.22
47. C -0.18
48. C -0.22
49. C 0.00
50. C -0.11
51. C -0.35
52. C -0.10
53. C -0.01
54. H 0.14
55. H 0.12
56. H 0.12
57. H 0.14
58. Ge 1.03
59. C -0.32
60. C -0.12
61. C -0.07
62. C -0.06
63. C -0.06
64. C -0.11
65. C -0.33
66. C -0.12
67. C -0.07
68. C -0.06
69. C -0.06
70. C -0.11
71. H 0.00
72. H 0.08
73. H 0.11
74. H 0.12
75. H 0.11
76. H 0.11
77. H 0.08
78. H 0.11
79. H 0.11
80. H 0.11
81. H 0.10


2.
ORCA calculation (ωB97M-V with the def2-TZVPD basis set) on the ion CH3N4Si with charge -1.

Structure (XYZ):
```
9
CH3N4Si | OMol25 | ωB97M-V with the def2-TZVPD basis set
C 2.01 -0.14 -0.08
N -2.80 -0.07 -0.10
N -1.76 -0.60 -0.25
N 3.16 -0.05 -0.01
N -3.85 0.30 0.12
Si 0.11 -0.26 0.09
H 0.45 0.47 1.30
H 0.15 -1.87 0.25
H 0.09 0.96 -0.96
```

HOMO energy: -5.1 eV
gap between HOMO and LUMO: 9.29 eV
total charge: -1
LUMO energy: 4.2342 eV

And the Löwdin charges, in e, turn out to be:
1. C -0.54
2. N -0.44
3. N -0.13
4. N -0.03
5. N 0.05
6. Si 0.25
7. H -0.08
8. H -0.04
9. H -0.04


3.
ORCA calculation (ωB97M-V with the def2-TZVPD basis set) on a structure of composition C32H23Cl2IN10O2V.

Structure (XYZ):
```
71
C32H23Cl2IN10O2V | OMol25 | ωB97M-V with the def2-TZVPD basis set
V -0.36 0.17 0.17
O -1.89 3.53 2.09
C -1.50 2.41 1.77
N -0.81 2.05 0.67
C -1.00 2.83 -0.54
C -1.86 1.97 -1.44
C -2.70 2.50 -2.41
C -3.38 1.62 -3.30
C -3.29 0.29 -3.14
C -2.57 -0.29 -1.96
N -1.71 0.65 -1.25
C -1.88 1.20 2.58
C -2.39 1.31 3.86
C -2.84 0.16 4.49
C -2.79 -1.05 3.80
C -2.25 -1.07 2.52
N -1.78 0.04 1.93
H -0.04 3.01 -1.02
H -1.48 3.79 -0.34
H -2.78 3.57 -2.51
H -3.95 2.03 -4.13
H -3.77 -0.41 -3.80
H -3.35 -0.59 -1.23
H -2.44 2.29 4.31
H -3.24 0.20 5.49
H -3.14 -1.97 4.24
H -2.17 -1.99 1.96
Cl 2.58 -1.91 -1.79
C 3.27 -0.38 -1.36
C 4.66 -0.22 -1.48
C 5.25 0.96 -1.13
Cl 6.97 1.13 -1.29
C 4.47 2.03 -0.63
C 5.02 3.27 -0.23
C 4.19 4.24 0.25
C 2.80 3.98 0.33
N 2.26 2.85 -0.04
C 3.07 1.87 -0.52
C 2.44 0.64 -0.92
O 1.15 0.49 -0.85
H 5.26 -1.04 -1.85
H 6.08 3.43 -0.30
H 4.57 5.20 0.57
H 2.13 4.73 0.71
N -0.88 -3.99 0.42
C -0.75 -2.93 -0.60
N -0.38 -1.80 0.22
C 0.22 -2.39 1.31
N 0.03 -3.65 1.46
C 0.99 -1.54 2.22
C 1.65 -1.97 3.36
N 2.33 -1.13 4.13
C 2.36 0.15 3.76
C 1.68 0.60 2.64
N 1.00 -0.25 1.88
H -0.66 -4.92 0.09
H 0.05 -3.16 -1.32
H 1.62 -3.02 3.64
H 2.92 0.83 4.38
H 1.68 1.64 2.34
I -0.08 -0.11 -4.22
C -1.13 -1.72 -3.40
C -1.02 -2.94 -3.96
C -1.84 -4.01 -3.43
C -2.39 -3.90 -2.22
C -2.03 -2.70 -1.38
N -1.88 -1.53 -2.26
H -0.38 -3.09 -4.82
H -2.02 -4.88 -4.05
H -3.05 -4.65 -1.81
H -2.82 -2.46 -0.67
```

HOMO energy (spin up / spin down): -7.1 / -6.7 eV
spin multiplicity: 2
gap between HOMO and LUMO (spin up / spin down): 6.02 / 5.20 eV
⟨S²⟩: 0.90
LUMO energy (spin up / spin down): -1.1050 / -1.4798 eV

And the Löwdin charges, in e, turn out to be:
1. V 1.04
2. O 0.06
3. C -0.48
4. N -0.07
5. C -0.14
6. C -0.29
7. C -0.03
8. C -0.11
9. C -0.08
10. C -0.33
11. N 0.00
12. C -0.17
13. C 0.02
14. C -0.03
15. C -0.03
16. C -0.09
17. N 0.06
18. H 0.11
19. H 0.13
20. H 0.10
21. H 0.11
22. H 0.11
23. H 0.16
24. H 0.12
25. H 0.11
26. H 0.11
27. H 0.10
28. Cl 0.73
29. C -0.56
30. C -0.12
31. C -0.60
32. Cl 0.69
33. C -0.17
34. C -0.03
35. C -0.05
36. C -0.12
37. N 0.12
38. C -0.14
39. C -0.34
40. O -0.22
41. H 0.11
42. H 0.09
43. H 0.10
44. H 0.11
45. N 0.02
46. C -0.31
47. N -0.04
48. C -0.41
49. N 0.11
50. C -0.16
51. C -0.04
52. N 0.10
53. C -0.09
54. C -0.06
55. N 0.07
56. H 0.12
57. H 0.12
58. H 0.12
59. H 0.11
60. H 0.11
61. I 1.01
62. C -0.70
63. C -0.16
64. C -0.09
65. C -0.04
66. C -0.23
67. N -0.07
68. H 0.08
69. H 0.10
70. H 0.10
71. H 0.14


4.
ORCA calculation (ωB97M-V with the def2-TZVPD basis set) on a cluster of 9 separate species, C19H56O9 in total.

Structure (XYZ):
```
84
C19H56O9 | OMol25 | ωB97M-V with the def2-TZVPD basis set
C 0.98 0.79 1.00
C 0.54 -0.07 -0.15
C 1.66 -0.26 -1.15
O 0.29 -1.38 0.39
H 0.15 1.04 1.63
H 1.37 1.77 0.71
H 1.65 0.32 1.71
H -0.39 0.31 -0.61
H 2.18 0.69 -1.41
H 1.35 -0.75 -2.09
H 2.39 -0.94 -0.72
H -0.20 -1.18 1.25
C -3.28 1.09 -0.97
C -4.18 -0.07 -0.69
O -3.61 -1.20 -0.07
H -3.89 1.87 -1.43
H -2.57 0.82 -1.72
H -2.67 1.32 -0.07
H -4.62 -0.38 -1.61
H -5.02 0.19 0.03
H -2.95 -1.66 -0.72
C -3.01 -4.57 -2.00
C -1.67 -4.22 -1.36
O -1.60 -2.83 -1.18
H -3.30 -5.65 -1.83
H -2.92 -4.22 -3.03
H -3.78 -3.99 -1.48
H -0.81 -4.54 -1.98
H -1.55 -4.78 -0.40
H -0.90 -2.61 -0.53
C 2.23 2.59 -3.57
C 1.55 3.64 -2.70
O 2.46 4.53 -2.08
H 2.96 2.07 -2.94
H 2.92 3.02 -4.27
H 1.53 1.92 -4.10
H 0.95 3.15 -1.91
H 0.90 4.32 -3.26
H 1.89 5.19 -1.69
C -0.21 -3.93 4.15
C -0.02 -4.10 2.62
O -1.04 -3.38 1.89
H -0.15 -2.89 4.49
H 0.39 -4.62 4.77
H -1.28 -4.19 4.41
H -0.16 -5.17 2.42
H 0.94 -3.76 2.30
H -1.73 -3.17 2.52
C -3.26 -0.30 4.40
C -3.65 -0.72 2.99
O -2.48 -0.80 2.24
H -2.64 -1.14 4.84
H -4.07 -0.16 5.11
H -2.83 0.69 4.30
H -4.34 0.07 2.62
H -4.10 -1.72 2.96
H -2.82 -0.95 1.31
C 5.59 0.12 3.74
C 4.86 -1.28 3.51
O 4.00 -1.27 2.39
H 4.91 0.87 4.16
H 5.93 0.53 2.79
H 6.47 -0.07 4.38
H 4.31 -1.51 4.44
H 5.68 -2.04 3.39
H 3.48 -2.06 2.36
C -0.91 -1.48 -5.83
C -0.75 -0.69 -4.59
O -1.43 -1.04 -3.40
H -1.96 -1.46 -6.12
H -0.48 -2.48 -5.75
H -0.45 -0.97 -6.66
H -1.13 0.31 -4.86
H 0.27 -0.62 -4.24
H -1.36 -2.01 -3.24
C 2.42 6.27 0.82
C 2.30 7.33 -0.33
O 1.24 6.95 -1.21
H 3.05 6.59 1.63
H 2.72 5.31 0.54
H 1.35 6.29 1.15
H 3.27 7.36 -0.92
H 2.04 8.24 0.20
H 1.00 7.73 -1.73
```

HOMO energy: -9.5 eV
gap between HOMO and LUMO: 10.27 eV
SMILES string: CC(C)O.CCO.CCO.CCO.CCO.CCO.CCO.CCO.CCO
LUMO energy: 0.7339 eV

And the Löwdin charges, in e, turn out to be:
1. C -0.05
2. C -0.47
3. C -0.04
4. O -0.10
5. H 0.06
6. H 0.08
7. H 0.08
8. H 0.13
9. H 0.07
10. H 0.07
11. H 0.08
12. H 0.10
13. C -0.08
14. C -0.32
15. O -0.12
16. H 0.09
17. H 0.04
18. H 0.09
19. H 0.10
20. H 0.13
21. H 0.12
22. C -0.07
23. C -0.32
24. O -0.12
25. H 0.09
26. H 0.07
27. H 0.07
28. H 0.12
29. H 0.11
30. H 0.07
31. C -0.08
32. C -0.32
33. O -0.10
34. H 0.06
35. H 0.06
36. H 0.08
37. H 0.10
38. H 0.11
39. H 0.03
40. C -0.09
41. C -0.27
42. O -0.11
43. H 0.07
44. H 0.08
45. H 0.08
46. H 0.11
47. H 0.09
48. H 0.07
49. C -0.09
50. C -0.36
51. O -0.13
52. H 0.09
53. H 0.06
54. H 0.07
55. H 0.11
56. H 0.12
57. H 0.04
58. C -0.08
59. C -0.30
60. O -0.08
61. H 0.06
62. H 0.06
63. H 0.07
64. H 0.10
65. H 0.11
66. H 0.06
67. C -0.09
68. C -0.36
69. O -0.10
70. H 0.08
71. H 0.08
72. H 0.07
73. H 0.12
74. H 0.09
75. H 0.08
76. C -0.07
77. C -0.28
78. O -0.11
79. H 0.07
80. H 0.04
81. H 0.09
82. H 0.13
83. H 0.10
84. H 0.09


Short version: DFT total energy = -132402.544, -14922.629, -111387.329, -39035.679 eV, in the order given.